[1]
58
Properties=species:S:1:pos:R:3:forces:R:3 method="wB97M-V/def2-TZVPD" e_tot_ev=-133542.7732 orbital_gap_ev=7.612 total_charge=0
Pt -0.727078 0.061019 -0.873461 -0.29 -0.78 0.27
O 1.652132 1.216897 0.685854 0.34 -0.26 0.45
S 1.830695 -0.222225 0.421814 -0.23 0.19 -0.50
O 3.198130 -0.639177 0.305982 0.11 -0.08 -0.02
O 1.179638 -0.416153 -1.023995 0.51 0.23 -0.18
O 1.014446 -1.048268 1.321077 -0.21 0.06 0.28
C -0.724698 2.034430 2.469248 0.09 0.13 0.00
Si -0.166044 3.284317 1.209923 0.13 0.13 0.17
C 1.516299 4.011293 1.559476 -0.06 0.03 -0.03
C -1.338261 4.750596 1.134831 0.01 0.03 -0.03
As -0.272607 2.323267 -0.968639 -0.16 0.69 -0.21
Si 1.659341 2.744512 -2.312182 0.18 -0.06 0.05
C 1.701016 4.618756 -2.384705 -0.04 0.03 -0.05
C 1.264626 1.992825 -3.975485 -0.03 0.09 -0.01
C 3.277218 2.142435 -1.638327 0.00 0.13 -0.06
Si -2.171399 3.180828 -2.157385 -0.32 -0.52 0.12
C -3.658780 3.228228 -1.000412 0.03 0.30 -0.06
C -2.565540 1.919276 -3.491810 0.11 0.28 -0.25
C -1.921740 4.887024 -2.880354 0.14 0.02 -0.03
H -0.753341 2.493796 3.461617 -0.03 0.05 -0.03
H 0.018256 1.237928 2.482578 -0.10 -0.13 0.01
H -1.719881 1.650534 2.241851 0.00 -0.09 -0.02
H 1.483135 4.441056 2.565564 0.01 -0.01 0.01
H 1.736746 4.830960 0.872481 0.02 -0.01 -0.01
H 2.305655 3.266082 1.516105 -0.01 -0.01 -0.01
H -1.263261 5.333620 2.056879 0.05 -0.02 0.01
H -2.382413 4.474796 1.005260 -0.03 -0.03 -0.01
H -1.047642 5.409566 0.311873 -0.05 0.04 0.00
H 0.740071 5.061224 -2.645643 0.03 0.01 0.01
H 2.429907 4.947944 -3.130239 0.02 -0.03 0.00
H 2.015031 5.023980 -1.421370 0.00 0.01 0.01
H 0.408247 2.479362 -4.445777 -0.04 -0.04 0.00
H 1.059395 0.925911 -3.875293 -0.01 0.00 0.01
H 2.119975 2.115599 -4.644965 0.02 -0.02 0.02
H 3.479227 2.584897 -0.663644 0.00 -0.04 0.02
H 4.057960 2.470927 -2.334503 -0.03 0.00 -0.01
H 3.331019 1.062145 -1.533943 -0.01 -0.03 0.00
H -3.585115 2.604982 -0.111338 0.06 -0.06 -0.02
H -4.537378 2.912340 -1.567845 -0.01 -0.06 0.02
H -3.841050 4.257147 -0.681832 0.00 -0.02 0.05
H -2.480750 0.895468 -3.129626 0.00 0.00 0.04
H -1.906783 2.030934 -4.355664 0.05 -0.08 0.03
H -3.585742 2.077730 -3.852707 -0.02 0.01 0.05
H -1.599921 5.600456 -2.119526 -0.04 0.01 0.00
H -2.866523 5.244302 -3.297641 -0.02 -0.03 0.02
H -1.180712 4.893199 -3.680733 -0.03 -0.02 -0.03
S -2.964524 -0.155375 -0.328300 -0.16 0.10 -0.24
C -2.587005 -1.382930 0.822721 -0.09 -0.10 0.03
N -3.167517 -2.583734 0.799467 -0.05 0.01 0.21
C -2.746211 -3.396620 1.945192 -0.10 0.02 -0.11
C -1.469468 -2.660646 2.361093 -0.06 0.14 -0.02
N -1.709241 -1.313684 1.819943 0.09 -0.20 -0.10
H -3.936846 -2.783360 0.184907 -0.02 -0.02 0.01
H -2.561080 -4.426517 1.650702 -0.03 0.00 0.00
H -3.507977 -3.372657 2.727334 0.01 -0.01 0.01
H -0.575013 -3.068333 1.891076 0.06 -0.03 0.02
H -1.337059 -2.631597 3.438698 0.04 0.02 -0.01
H -0.893468 -0.707914 1.716001 0.15 0.05 0.09


[2]
57
Properties=species:S:1:pos:R:3:forces:R:3 method="wB97M-V/def2-TZVPD" e_tot_ev=-369877.9061 orbital_gap_ev=6.268 total_charge=-1
Pd 1.252331 0.454669 -0.495454 0.08 0.65 0.33
Se 1.608362 2.735691 -1.739101 -0.07 0.12 -0.07
Se 3.937399 2.965743 -2.076466 0.04 0.08 0.02
Se 4.785140 1.466034 -0.510292 0.08 0.01 0.04
Se 3.688313 -0.492395 -1.013809 0.01 -0.05 -0.01
C -1.540440 3.647780 -1.022356 -0.11 -0.01 -0.11
Si -0.760445 3.561376 0.674689 0.13 0.04 -0.01
C -2.019677 2.698669 1.772133 -0.03 -0.06 0.00
C -0.583839 5.313463 1.339076 0.00 0.06 0.00
As 1.475786 2.716695 0.664524 0.04 -0.33 -0.42
Si 1.086907 0.275039 1.873411 -0.04 -0.38 0.15
C -0.397206 -0.845253 2.267672 -0.01 0.02 -0.03
C 1.024163 1.489025 3.360787 0.03 -0.07 0.01
C 2.623753 -0.688257 2.391009 0.05 0.02 0.08
H -2.546162 4.072934 -0.938111 0.01 -0.01 0.00
H -1.627475 2.651668 -1.462248 0.02 -0.01 -0.02
H -0.959053 4.268495 -1.704704 -0.01 -0.01 0.00
H -2.918530 3.323739 1.793283 0.00 0.00 -0.01
H -1.691099 2.549893 2.798263 0.00 0.01 0.04
H -2.303681 1.728403 1.365290 0.01 -0.05 0.00
H -1.548102 5.828999 1.374936 0.00 -0.01 -0.01
H 0.093662 5.897564 0.711999 0.00 -0.01 0.00
H -0.168764 5.300308 2.349488 0.01 0.00 0.01
H -1.349810 -0.313382 2.212733 -0.01 0.03 0.01
H -0.281868 -1.221585 3.290333 -0.03 -0.01 0.00
H -0.453517 -1.696147 1.586711 0.02 -0.01 -0.01
H 0.274738 2.278578 3.339279 -0.04 0.02 -0.03
H 1.996004 1.963566 3.514833 0.01 -0.03 0.00
H 0.815190 0.859099 4.233214 0.01 0.06 0.03
H 2.776154 -1.608477 1.829514 -0.01 0.01 -0.01
H 2.541558 -0.923163 3.459394 0.02 -0.01 -0.01
H 3.514089 -0.074112 2.236576 0.00 -0.02 -0.01
C 0.784359 -4.391603 0.307422 -0.02 0.00 -0.01
C 1.104706 -3.128439 -0.457738 -0.04 -0.04 0.05
O -0.124568 -2.576885 -0.951809 0.08 0.01 0.05
P -0.033825 -1.050924 -1.556377 -0.11 -0.07 0.06
O -1.628460 -0.865980 -1.847012 -0.04 -0.02 0.06
C -2.424130 -0.364537 -0.774503 -0.09 0.01 0.05
C -3.177948 -1.480374 -0.079702 -0.01 -0.03 -0.06
O 0.436036 -1.338127 -3.065641 0.02 0.00 -0.16
C -0.217041 -2.299122 -3.902298 0.03 0.00 0.00
C 0.834029 -3.194333 -4.521935 -0.02 0.00 -0.02
H 1.701839 -4.840673 0.691331 0.01 0.01 0.00
H 0.283819 -5.117697 -0.335384 0.00 0.00 0.00
H 0.130166 -4.168633 1.151566 0.00 0.00 0.00
H 1.774854 -3.335629 -1.297563 0.00 0.00 -0.02
H 1.604563 -2.393442 0.178662 -0.02 0.00 -0.02
H -3.113970 0.366077 -1.203082 0.01 -0.01 -0.02
H -1.772650 0.160110 -0.069045 0.01 0.05 0.01
H -3.831326 -1.996644 -0.785385 0.00 0.00 0.01
H -3.790354 -1.074489 0.728435 0.01 0.01 0.01
H -2.479810 -2.205025 0.338359 -0.02 0.01 0.01
H -0.765837 -1.751436 -4.671098 0.00 0.02 0.01
H -0.935284 -2.880630 -3.322992 0.00 0.00 0.01
H 1.575257 -2.597784 -5.053557 0.00 0.00 0.00
H 0.371473 -3.890448 -5.225346 0.00 0.00 0.00
H 1.350220 -3.767992 -3.751913 0.00 -0.01 0.01


[3]
61
Properties=species:S:1:pos:R:3:forces:R:3 method="wB97M-V/def2-TZVPD" multiplicity=4 s_squared=3.755 e_tot_ev=-72010.7332 orbital_gap_ev="7.103 / 7.819" total_charge=-1
V -12.139680 3.286640 20.187230 -0.06 -1.95 0.22
O -12.362830 1.615110 21.383120 -0.14 2.50 -0.09
H -12.827040 1.955380 22.172580 0.20 -0.56 -0.28
B -9.330290 2.910980 19.705380 0.33 -2.26 0.84
F -8.001930 3.071850 19.610310 2.36 1.29 0.02
F -9.895620 2.741510 18.523680 -1.22 -0.27 -3.20
F -9.533870 1.774960 20.469010 -0.12 -0.64 0.41
F -10.036980 3.919010 20.322760 -1.00 2.18 1.54
B -14.054630 2.071240 18.635170 -0.58 -0.90 -3.23
F -12.681810 1.934130 18.636190 2.77 -0.33 -0.66
F -14.261510 2.898860 19.634200 -1.24 3.39 4.00
F -14.410380 2.769900 17.441160 -0.04 -0.34 -0.14
F -14.674330 0.896280 18.793700 -0.78 -1.17 -0.23
C -12.012180 6.905270 17.398020 -1.01 1.35 -1.61
C -11.258410 6.139300 18.395350 0.25 0.37 0.11
C -11.121460 6.965310 19.665780 -0.05 -1.00 0.83
O -11.955120 4.896160 18.584570 0.26 0.15 0.88
H -11.988230 6.397220 16.433970 -0.07 -0.07 -0.16
H -11.550420 7.879060 17.234880 0.15 0.04 -0.04
H -13.057950 7.112640 17.624850 -0.07 -0.21 0.36
H -10.309640 6.006680 17.875410 0.52 -0.68 0.72
H -10.519440 7.864190 19.532800 -0.24 0.00 -0.33
H -10.649100 6.430320 20.489650 0.23 -0.30 -0.18
H -12.115460 7.196560 20.048640 -0.13 0.37 -0.19
H -12.312750 4.637030 17.732190 -0.20 -0.36 -0.12
C -8.979150 -0.963530 18.757910 0.43 -0.96 -1.22
C -10.511000 -0.904270 18.885970 0.36 -0.08 -1.08
C -11.348240 -1.738480 17.882530 1.79 0.21 0.54
O -10.834960 -1.370240 20.159180 -0.54 0.41 0.71
H -8.582090 -1.972560 18.647060 -0.46 -0.92 0.79
H -8.426550 -0.518660 19.585440 -0.41 0.35 -0.14
H -8.569510 -0.676070 17.789580 -0.30 1.25 -0.11
H -10.782340 0.125090 18.651670 -0.32 0.22 1.25
H -10.788250 -2.673110 17.851240 -0.28 -0.48 -0.57
H -11.322670 -1.220470 16.923830 -0.45 -0.39 -0.18
H -12.325810 -1.930360 18.324840 -0.04 0.38 -0.37
H -10.508520 -2.272690 20.184080 0.06 -0.14 0.17
C -4.835040 4.497350 20.444010 0.50 -0.48 0.81
C -5.099610 5.168180 19.139910 1.36 -0.84 -1.22
C -4.467930 4.380400 17.929160 -0.18 -0.13 0.50
O -6.463970 5.345960 18.977020 -0.49 0.76 -0.41
H -3.790150 4.584320 20.741910 0.12 -0.11 -0.06
H -5.086240 3.438700 20.378810 -0.06 -0.11 0.09
H -5.425960 4.937700 21.247140 -0.10 0.08 -0.05
H -4.578810 6.125650 19.128990 -0.35 0.41 0.03
H -3.427050 4.094410 18.080430 0.37 0.70 0.19
H -4.574240 4.961810 17.013320 0.07 -0.03 0.02
H -4.877110 3.385520 17.753380 -0.83 0.12 0.17
H -6.896320 4.600980 19.400890 -0.50 -0.35 -0.11
C -7.604400 -0.722930 22.785370 -0.08 0.14 1.30
C -8.905370 -0.139560 23.390020 0.58 1.48 -1.32
C -8.693620 1.242930 23.972550 0.68 0.82 0.28
O -9.803070 0.113010 22.319500 -0.26 -1.58 1.30
H -7.715900 -1.804690 22.711570 0.29 0.05 -0.41
H -6.764410 -0.472610 23.433330 0.17 -0.40 0.42
H -7.307710 -0.238330 21.855190 -0.60 -0.18 -0.27
H -9.348040 -0.762650 24.167130 -0.17 -0.43 -0.39
H -8.070350 1.376610 24.856730 -0.11 -0.51 0.44
H -9.663530 1.719730 24.114100 0.03 -0.05 0.15
H -8.148620 1.839020 23.240600 -0.11 0.15 -0.39
H -9.411720 0.823430 21.805920 -0.34 0.09 -0.30


[4]
54
Properties=species:S:1:pos:R:3:forces:R:3 method="wB97M-V/def2-TZVPD" multiplicity=6 s_squared=8.754 e_tot_ev=-59302.1952 orbital_gap_ev="3.331 / 3.343" total_charge=-2
Mn 0.547873 -0.253595 0.216691 1.00 -1.52 -2.62
C 4.284287 1.485630 -0.329728 0.49 0.37 0.30
C 3.053645 1.232278 -1.190468 -0.97 -0.22 -0.27
O 2.320779 0.142808 -0.845954 -0.05 0.00 0.78
H 4.759854 2.445107 -0.587953 -0.04 -0.01 -0.05
H 5.058459 0.717864 -0.431682 -0.20 -0.17 -0.11
H 4.015698 1.538207 0.730523 -0.13 -0.05 -0.07
H 3.356771 1.149524 -2.258205 0.24 0.16 0.06
H 2.415332 2.154823 -1.158333 0.32 0.21 0.05
O 0.097469 -1.544950 -1.374600 0.00 0.59 0.40
C -0.800341 -2.336633 -2.006162 -0.61 -0.46 0.35
C -0.393628 -3.046940 -3.327304 2.29 -0.26 -0.83
O 0.829582 -3.642309 -3.362953 -0.28 -0.28 0.39
H -1.733831 -1.779800 -2.331019 -0.07 -0.24 0.20
H -1.141856 -3.163718 -1.317807 -0.18 -0.02 -0.09
H -0.403268 -2.256465 -4.135573 -0.50 0.21 0.10
H -1.153744 -3.819796 -3.621739 -0.81 0.43 0.35
B 0.684401 0.943485 2.216560 0.52 0.11 0.97
H 1.488241 1.158107 1.356249 0.62 0.58 -0.16
H 1.080281 -0.032913 2.809429 -0.10 -0.19 0.25
H 0.552401 1.865898 2.985297 -0.11 0.34 -0.05
H -0.335409 0.701904 1.656941 -1.05 0.00 0.21
C -2.859120 4.548631 -1.050387 0.17 0.17 -0.58
O -2.905999 3.569131 -0.058504 0.06 0.20 0.11
C -1.592462 3.194816 0.399696 -0.93 -0.68 -0.10
C -0.794410 2.349339 -0.572665 0.96 0.97 -0.17
O -1.125005 0.988215 -0.647768 -0.39 0.90 -0.02
C -2.391190 0.750243 -1.228729 -0.31 -0.44 0.21
H -2.605131 4.139388 -2.037868 0.08 -0.05 0.07
H -2.110549 5.320101 -0.818629 -0.05 0.03 0.04
H -3.829658 5.034994 -1.165731 -0.09 -0.12 0.27
H -1.792588 2.579397 1.276389 0.27 0.18 0.19
H -1.050066 4.106444 0.666929 0.16 -0.07 0.06
H 0.248694 2.437133 -0.250851 -0.05 -0.41 0.18
H -0.753428 2.812858 -1.570710 -0.40 -0.19 -0.09
H -2.528612 1.375745 -2.115385 0.05 -0.10 -0.11
H -3.202216 0.968884 -0.523002 0.07 0.19 0.01
H -2.444525 -0.308327 -1.475576 0.23 0.09 -0.16
C 2.880507 -2.177748 1.565292 0.33 -0.36 -0.02
O 1.520854 -2.027809 1.257325 -0.12 -0.04 0.56
C 0.769479 -3.207707 1.312976 -0.52 -0.71 -0.77
C -0.660442 -2.898661 1.749317 0.20 -0.61 0.67
O -1.159281 -1.692659 1.225683 0.01 -0.27 0.50
C -2.224942 -1.244948 2.008740 -0.87 0.40 0.04
H 3.025027 -2.748937 2.496604 -0.24 -0.02 -0.01
H 3.320758 -1.197707 1.725478 -0.11 0.12 -0.35
H 3.378663 -2.721365 0.756910 0.15 0.22 -0.04
H 1.211275 -3.913383 2.030533 -0.09 0.16 0.22
H 0.741041 -3.754634 0.361492 0.23 0.55 -0.28
H -0.674136 -2.892401 2.851842 -0.02 0.52 -0.01
H -1.331625 -3.729435 1.487375 0.14 0.00 -0.31
H -2.642606 -0.338055 1.569501 0.25 0.02 -0.13
H -1.951059 -1.006028 3.044010 0.30 -0.08 -0.07
H -3.050244 -1.974035 2.037504 0.17 -0.15 -0.06